Computed, not measured: a cluster of 2 separate species, C14H20F3N2O2 in total at a distorted geometry, with ωB97M-V/def2-TZVPD.

As for the net charge: +1. Its relative energy (zero: lowest compared OMol25 entry of this formula, charge and spin) is 15.0 kcal/mol. The orbital gap comes out at 6.94 eV.

Each line ends with the Löwdin charge.
Element x y z (Å)
C -2.72 1.45 1.63  0.00
N -1.30 1.70 1.36  -0.14
C -0.99 3.03 0.83  -0.02
C -0.36 0.78 1.72  0.06
C 1.04 0.99 1.79  -0.18
C 1.60 2.25 2.07  0.01
C 2.96 2.44 2.05  0.03
C 3.81 1.38 1.76  -0.07
C 5.31 1.63 1.64  -0.55
F 5.95 0.46 1.82  0.15
F 5.55 2.12 0.41  0.17
F 5.68 2.52 2.58  0.16
C 3.28 0.12 1.52  0.02
C 1.93 -0.09 1.56  0.03
H -3.32 2.32 1.36  0.10
H -3.07 0.60 1.06  0.11
H -2.86 1.26 2.68  0.11
H -1.76 3.35 0.14  0.11
H -0.94 3.75 1.64  0.11
H -0.05 3.02 0.28  0.11
H -0.72 -0.22 1.86  0.16
H 0.96 3.07 2.32  0.11
H 3.39 3.40 2.28  0.14
H 3.97 -0.68 1.30  0.14
H 1.54 -1.07 1.36  0.12
C -3.83 -4.20 -3.15  -0.06
C -2.42 -3.67 -3.30  -0.26
O -2.05 -2.83 -2.23  0.01
C -0.85 -2.25 -2.50  -0.48
C -0.32 -1.36 -1.40  -0.19
N -1.08 -0.13 -1.36  0.03
O -0.23 -2.37 -3.53  0.12
H -4.12 -4.83 -3.99  0.08
H -3.93 -4.78 -2.23  0.08
H -4.54 -3.37 -3.09  0.08
H -1.68 -4.49 -3.33  0.13
H -2.29 -3.10 -4.23  0.13
H -0.41 -1.90 -0.46  0.12
H 0.75 -1.17 -1.57  0.12
H -1.01 0.41 -0.49  0.03
H -0.89 0.46 -2.16  0.09

Computed, not measured: a cluster of 2 separate species, C14H20N2O6 in total at a distorted geometry, with ωB97M-V/def2-TZVPD.

Its relative energy (zero: lowest compared OMol25 entry of this formula, charge and spin) is 34.4 kcal/mol. The orbital gap comes out at 9.83 eV.

Each line ends with the Löwdin charge.
Element x y z (Å)
N 2.72 1.11 1.33  0.06
C 1.89 0.40 2.27  -0.33
C 2.50 0.50 3.68  -0.10
C 1.95 -0.45 4.72  -0.27
C 2.11 -1.82 4.52  -0.05
C 1.45 -2.75 5.33  -0.07
C 0.67 -2.29 6.39  -0.08
C 0.54 -0.92 6.59  -0.08
C 1.16 0.00 5.76  -0.05
C 0.45 0.98 2.30  -0.48
O 0.10 1.95 1.66  0.11
O -0.40 0.32 3.09  0.13
H 2.25 1.03 0.46  0.06
H 2.69 2.10 1.59  0.10
H 1.82 -0.65 1.96  0.15
H 2.34 1.57 4.00  0.14
H 3.57 0.36 3.60  0.12
H 2.76 -2.11 3.72  0.11
H 1.64 -3.79 5.18  0.09
H 0.14 -2.98 7.02  0.10
H -0.02 -0.54 7.42  0.10
H 1.04 1.10 5.91  0.14
H 0.03 -0.45 3.47  0.09
N -1.73 1.08 -6.78  0.08
C -1.12 0.01 -5.98  -0.28
C -0.72 0.32 -4.48  -0.12
C -1.86 0.96 -3.72  -0.14
C -1.67 1.48 -2.32  -0.53
O -0.63 1.60 -1.80  0.15
O -2.84 1.93 -1.80  0.10
C -2.18 -1.07 -5.98  -0.44
O -2.72 -1.62 -4.97  0.05
O -2.59 -1.48 -7.16  0.13
H -1.12 1.77 -7.03  0.05
H -2.16 0.67 -7.60  0.08
H -0.22 -0.39 -6.43  0.14
H 0.10 1.03 -4.45  0.11
H -0.33 -0.67 -4.03  0.16
H -2.76 0.45 -3.76  0.09
H -2.05 1.84 -4.31  0.12
H -3.66 1.68 -2.29  0.13
H -3.12 -2.25 -7.08  0.12

Computed, not measured: a structure of composition C14H20N3O8P2Ta at a distorted geometry, with ωB97M-V/def2-TZVPD.

As for the net charge: +2. The orbital gap comes out at 6.43 eV.

Each line ends with the Löwdin charge.
Element x y z (Å)
Ta -6.42 -15.26 5.12  1.99
C -8.08 -18.02 7.83  0.02
C -6.92 -17.53 7.01  -0.33
O -6.95 -16.21 6.69  -0.25
C -5.85 -18.27 6.62  0.02
C -4.70 -17.73 6.00  -0.25
C -3.39 -18.49 6.11  0.01
N -4.67 -16.56 5.42  -0.08
N -3.45 -16.08 5.02  0.10
C -3.57 -14.89 4.54  -0.32
O -4.84 -14.42 4.49  -0.20
C -2.40 -14.19 4.09  -0.16
C -1.13 -14.82 4.21  0.00
C -0.05 -14.16 3.72  -0.05
C -0.23 -12.91 3.15  -0.04
C -1.46 -12.29 3.04  -0.05
C -2.57 -12.95 3.50  -0.02
H -8.31 -17.39 8.66  0.09
H -7.91 -19.05 8.20  0.12
H -8.96 -18.11 7.19  0.09
H -5.80 -19.30 6.96  0.14
H -3.52 -19.41 6.69  0.10
H -2.69 -17.79 6.63  0.11
H -3.07 -18.72 5.11  0.10
H -1.09 -15.78 4.67  0.11
H 0.93 -14.62 3.78  0.12
H 0.64 -12.40 2.76  0.12
H -1.59 -11.30 2.61  0.12
H -3.53 -12.48 3.45  0.11
N -10.47 -15.24 5.36  0.21
C -9.70 -14.69 4.14  -0.46
C -10.73 -14.14 3.18  -0.05
P -8.38 -13.51 4.58  0.38
O -8.97 -12.08 4.54  -0.03
O -7.19 -13.82 3.67  -0.33
O -7.86 -13.87 6.00  -0.33
P -8.97 -16.29 3.53  0.41
O -8.86 -16.04 1.98  -0.06
O -9.83 -17.37 4.04  -0.21
O -7.50 -16.44 4.03  -0.36
H -11.32 -14.70 5.47  0.17
H -9.93 -15.21 6.21  0.15
H -10.67 -16.24 5.12  0.14
H -11.21 -13.24 3.57  0.10
H -11.45 -14.94 2.96  0.12
H -10.29 -13.80 2.24  0.11
H -8.30 -11.34 4.54  0.17
H -8.69 -16.87 1.47  0.15

Computed, not measured: a structure of composition C14H20N6O4S at a distorted geometry, with ωB97M-V/def2-TZVPD.

Its relative energy (zero: lowest compared OMol25 entry of this formula, charge and spin) is 465.4 kcal/mol. The orbital gap comes out at 8.08 eV.

Each line ends with the Löwdin charge.
Element x y z (Å)
C -2.80 -2.26 -2.01  -0.29
H -3.29 -3.14 -2.37  0.10
H -1.82 -2.49 -1.54  0.11
H -2.47 -1.78 -3.03  0.14
O -3.69 -1.63 -1.47  -0.08
C -3.30 -0.37 -0.77  -0.01
C -2.04 0.06 -0.87  -0.04
C -1.58 1.41 -0.61  -0.24
C -2.45 2.18 0.19  -0.04
C -3.65 1.65 0.50  -0.12
C -4.17 0.69 -0.01  -0.15
N -5.52 0.17 0.15  0.01
C -6.21 -1.02 -0.44  0.15
N -7.35 -0.75 0.35  -0.05
N -7.26 0.06 1.15  -0.19
N -6.19 0.59 1.39  0.12
H -5.95 -1.61 -1.11  0.02
H -4.42 2.20 1.19  0.18
H -1.95 3.21 0.61  0.17
S 0.11 1.97 -0.64  0.76
O 0.65 1.12 -1.90  -0.36
O 0.06 3.44 -0.70  -0.33
N 0.91 1.64 0.70  -0.18
H 0.68 2.21 1.57  0.19
C 1.03 0.30 0.76  -0.30
C 2.44 -0.16 1.69  -0.20
N 3.41 -0.71 0.75  -0.15
C 4.63 -0.86 1.40  -0.33
C 5.53 -1.52 0.49  -0.08
H 6.56 -1.85 0.93  0.16
O 5.97 -0.32 -0.53  -0.19
C 4.78 0.06 -1.25  -0.18
C 3.80 0.62 -0.10  -0.07
H 2.87 0.80 -0.68  0.09
H 4.16 1.35 0.46  0.07
H 5.20 1.11 -1.72  0.17
H 4.39 -0.69 -1.93  0.11
H 5.17 -2.29 0.07  0.04
H 4.30 -1.83 2.08  0.17
H 4.94 -0.12 2.16  0.14
H 2.30 -1.12 2.51  0.15
H 2.50 0.75 2.57  0.16
H 0.89 -0.47 0.09  0.07
H 0.15 -0.32 1.67  0.19
H -1.34 -0.28 -1.72  0.14